1.
Density functional theory data (ωB97M-V/def2-TZVPD) for one molecule with the formula C3H6N2O.

Cartesian coordinates (Å):
C: 1.91452 0.17154 0.30615
N: 0.66193 0.67252 0.23166
C: -0.45834 0.05006 -0.16283
N: -0.38973 -1.24833 -0.66205
C: -1.72424 0.73664 -0.15856
O: -2.77441 0.18572 -0.46492
H: 2.15795 -0.82851 0.00887
H: 2.67758 0.92247 0.47491
H: 0.82200 1.01288 1.20083
H: -1.33607 -1.59012 -0.81603
H: 0.13795 -1.89218 -0.07912
H: -1.68916 1.80730 0.12110

HOMO-LUMO gap (alpha / beta): 7.68 / 7.64 eV
Energy above the lowest of the compared OMol25 structures with the same formula, charge and spin: 363.7 kJ/mol
HOMO (alpha / beta): -7.67 / -7.38 eV
Multiplicity: 1

Atom charges from the Mulliken analysis, given in e for atoms 1 to 5: number 1, C, carries -0.62; number 2, N, carries -0.24; number 3, C, carries 0.29; number 4, N, carries -0.55; number 5, C, carries 0.06

***

2.
Density functional theory data (ωB97M-V/def2-TZVPD) for C20H54INO6P as an isolated structure.

Cartesian coordinates (Å):
O: -2.56159 -0.77328 0.31655
P: -2.63876 0.56793 -0.25795
N: -4.38949 1.06257 -0.23134
I: -5.70370 -0.58354 -0.43002
H: -2.17935 0.73341 -1.57125
H: -2.03601 1.54630 0.54582
H: -4.56948 1.47116 0.69204
H: -4.63929 1.77969 -0.91766
C: -0.13098 -1.56338 -1.97427
C: -0.96349 -1.92439 -3.19209
O: -0.47730 -1.39148 -4.40536
C: 0.83359 -1.79790 -4.78218
C: 0.98719 -3.29588 -4.96700
H: -0.01354 -0.47711 -1.90170
H: -0.62070 -1.93173 -1.07161
H: 0.87028 -1.99155 -2.00487
H: -1.96914 -1.50198 -3.09709
H: -1.09038 -3.01087 -3.25438
H: 1.57119 -1.42154 -4.06469
H: 1.01506 -1.28497 -5.72588
H: 0.84046 -3.84542 -4.03620
H: 1.99399 -3.51762 -5.32200
H: 0.27275 -3.66858 -5.70160
C: -6.71587 -4.27273 2.59332
C: -7.74329 -3.15794 2.66455
O: -8.34893 -2.84221 1.41747
C: -9.07263 -3.90108 0.79599
C: -10.21719 -4.44260 1.63075
H: -5.93077 -4.03482 1.87270
H: -6.25352 -4.40811 3.57143
H: -7.16168 -5.22519 2.30692
H: -7.26535 -2.23003 2.98259
H: -8.50801 -3.39121 3.41133
H: -8.39368 -4.71057 0.50725
H: -9.46152 -3.46385 -0.12396
H: -9.87032 -4.91702 2.54886
H: -10.75968 -5.19526 1.05827
H: -10.91097 -3.64491 1.89736
C: 4.58377 -0.70689 0.26034
C: 3.94887 0.58505 -0.21786
O: 2.53763 0.52055 -0.38789
C: 1.79144 0.21023 0.77098
C: 1.94455 1.20979 1.90545
H: 4.35254 -1.52592 -0.42270
H: 5.66684 -0.58114 0.30220
H: 4.24693 -0.98970 1.25863
H: 4.33200 0.83798 -1.20622
H: 4.21616 1.41034 0.45106
H: 2.01380 -0.80325 1.12297
H: 0.75449 0.20172 0.42514
H: 2.96106 1.23156 2.29775
H: 1.28075 0.93872 2.72856
H: 1.69304 2.21700 1.56637
C: 10.33236 1.60469 -1.57145
C: 9.42366 0.65428 -0.81316
O: 8.12600 1.17177 -0.55835
C: 7.35752 1.50923 -1.69803
C: 7.07789 0.34102 -2.62886
H: 10.42343 2.55352 -1.04171
H: 11.32560 1.16431 -1.66530
H: 9.96752 1.80891 -2.57875
H: 9.83687 0.45489 0.17532
H: 9.35925 -0.30803 -1.33352
H: 7.81682 2.33431 -2.25380
H: 6.41956 1.88886 -1.29014
H: 7.98843 -0.04871 -3.08449
H: 6.41858 0.66349 -3.43645
H: 6.59340 -0.47485 -2.08937
C: -1.28680 4.05428 4.68968
C: -1.44529 3.24701 3.41671
O: -2.49035 3.70339 2.55633
C: -2.35045 5.04470 2.09505
C: -1.09597 5.29276 1.27795
H: -2.22051 4.07560 5.25203
H: -0.51750 3.59939 5.31391
H: -0.98184 5.08168 4.49159
H: -1.72032 2.21986 3.66206
H: -0.49832 3.20506 2.86761
H: -2.40263 5.74176 2.93557
H: -3.23643 5.22205 1.48384
H: -0.18753 5.15697 1.86455
H: -1.09651 6.31836 0.90865
H: -1.04821 4.62109 0.41769

Charge: +1
HOMO-LUMO gap: 5.44 eV
HOMO: -11.03 eV
Multiplicity: 1

Atom charges from the Mulliken analysis, given in e for atoms 1 to 5: number 1, O, carries -0.51; number 2, P, carries 0.58; number 3, N, carries -0.68; number 4, I, carries 0.49; number 5, H, carries 0.16

***

3.
Density functional theory data (ωB97M-V/def2-TZVPD) for a 6-piece molecular cluster, C26H59INO5P overall.

Cartesian coordinates (Å):
I: -3.10982 -0.66656 0.80132
C: -1.65437 -1.39955 -0.59513
C: -0.64676 -0.34770 -1.01693
C: 0.40714 -0.06432 0.05257
P: 1.80383 0.88802 -0.72299
C: 0.98470 2.39590 -1.42530
C: 1.93799 3.58073 -1.71188
C: 3.42841 3.24400 -1.80661
C: 4.24945 4.56624 -1.84190
N: 5.53754 4.35539 -1.17081
C: 5.70796 4.33242 0.16046
C: 7.03126 4.06941 0.39026
C: 7.64171 3.95090 -0.85885
C: 6.70606 4.13853 -1.82386
H: -1.15439 -2.23928 -0.12266
H: -2.19571 -1.78846 -1.45151
H: -1.14917 0.56327 -1.33530
H: -0.12594 -0.74980 -1.89463
H: 0.77993 -0.97396 0.51582
H: -0.03593 0.58872 0.81001
H: 2.55658 1.29310 0.40490
H: 0.42096 2.07955 -2.29783
H: 0.25241 2.74106 -0.68891
H: 1.65368 3.97433 -2.69095
H: 1.74202 4.39476 -1.01822
H: 3.62609 2.74205 -2.75045
H: 3.81192 2.68754 -0.95768
H: 4.50167 4.85423 -2.86012
H: 3.70622 5.38722 -1.37803
H: 4.90236 4.46529 0.85641
H: 7.45901 3.96646 1.37069
H: 8.68394 3.72771 -1.01314
H: 6.81531 4.12802 -2.89039
C: -6.10132 -2.62355 4.26557
C: -6.92968 -1.37735 3.99263
C: -7.60469 -1.45173 2.63224
O: -6.09624 -0.21871 4.06062
H: -5.30946 -2.72840 3.51821
H: -5.61793 -2.55546 5.24106
H: -6.71915 -3.52257 4.24408
H: -7.68490 -1.26132 4.77124
H: -6.85836 -1.52181 1.83497
H: -8.18907 -0.54884 2.44644
H: -8.26634 -2.31449 2.56082
H: -5.42273 -0.30356 3.37893
C: 5.83556 -2.03111 -1.37045
C: 4.81162 -2.51072 -0.35460
C: 4.30468 -3.90333 -0.69849
O: 3.71619 -1.59647 -0.30113
H: 5.39249 -1.97108 -2.36890
H: 6.18540 -1.02902 -1.11607
H: 6.69500 -2.70215 -1.41291
H: 5.25898 -2.51951 0.64032
H: 3.81288 -3.90136 -1.67541
H: 3.56683 -4.23331 0.03446
H: 5.12065 -4.62723 -0.72326
H: 3.30267 -1.56742 -1.17157
C: 8.28714 -2.60610 -4.91162
C: 8.90930 -2.95602 -3.56849
C: 10.40483 -3.20328 -3.69474
O: 8.27303 -4.11756 -3.03242
H: 8.41694 -3.42850 -5.62078
H: 7.21463 -2.43986 -4.80332
H: 8.73815 -1.70784 -5.33607
H: 8.73003 -2.14504 -2.86129
H: 10.59954 -4.04437 -4.36604
H: 10.83248 -3.45925 -2.72489
H: 10.92111 -2.32369 -4.08222
H: 8.42219 -4.84265 -3.64798
C: -2.65475 3.70860 4.66778
C: -4.14101 3.79215 4.35253
C: -4.92104 2.70055 5.06968
O: -4.34102 3.68879 2.94206
H: -2.24577 2.75026 4.33493
H: -2.10740 4.49299 4.14313
H: -2.46997 3.81074 5.73834
H: -4.52257 4.77054 4.64812
H: -4.58466 1.71197 4.75186
H: -5.98218 2.76666 4.83089
H: -4.80124 2.77539 6.15210
H: -4.00890 2.82963 2.66114
C: -9.86182 -0.93382 -0.60077
C: -10.16281 -2.42510 -0.59353
C: -11.56607 -2.70914 -1.10759
O: -10.01551 -2.94304 0.72837
H: -10.55644 -0.39881 0.05300
H: -8.85543 -0.74498 -0.22534
H: -9.94263 -0.51773 -1.60617
H: -9.43346 -2.94839 -1.21305
H: -12.31289 -2.22853 -0.46952
H: -11.76928 -3.78043 -1.09174
H: -11.69609 -2.34457 -2.12771
H: -10.65211 -2.49363 1.29430

HOMO-LUMO gap: 8.56 eV
SMILES: ICCCPCCCCn1cccc1.CC(C)O.CC(C)O.CC(C)O.CC(C)O.CC(C)O
HOMO: -8.19 eV
Multiplicity: 1

Atom charges from the Mulliken analysis, given in e for atoms 1 to 5: number 1, I, carries 0.00; number 2, C, carries -1.07; number 3, C, carries -0.65; number 4, C, carries -0.59; number 5, P, carries -0.07

***

4.
Density functional theory data (ωB97M-V/def2-TZVPD) for a 2-piece molecular cluster, CH3IO3 overall.

Cartesian coordinates (Å):
C: -1.08128 -0.60554 -0.08194
O: -1.21951 -0.08180 -1.36285
O: -0.98764 -1.79538 0.09099
O: -0.76479 0.28005 0.82919
I: 2.80515 -0.04153 0.07399
H: -0.98628 -0.85250 -1.93492
H: 2.69146 -0.08154 -1.46913
H: -0.55886 1.20822 0.58321

HOMO-LUMO gap: 10.52 eV
Energy above the lowest of the compared OMol25 structures with the same formula, charge and spin: 37.2 kJ/mol
SMILES: O=C(O)O.I
HOMO: -10.24 eV
Multiplicity: 1

Atom charges from the Mulliken analysis, given in e for atoms 1 to 5: number 1, C, carries 0.70; number 2, O, carries -0.47; number 3, O, carries -0.50; number 4, O, carries -0.43; number 5, I, carries -0.09

***

5.
Density functional theory data (ωB97M-V/def2-TZVPD) for one molecule with the formula C2H4OS.

Cartesian coordinates (Å):
C: -1.91999 0.30142 -0.23888
C: 0.28632 -0.47831 0.05293
O: -1.16479 -0.72308 0.02488
S: -3.90211 0.03003 -0.08679
H: -1.65394 1.29598 -0.42530
H: 0.56814 0.53198 -0.27736
H: 0.83435 -1.24379 -0.55009
H: 0.49394 -0.37929 1.05016

HOMO-LUMO gap (alpha / beta): 7.90 / 7.90 eV
Energy above the lowest of the compared OMol25 structures with the same formula, charge and spin: 295.0 kJ/mol
SMILES: COC=S
HOMO (alpha / beta): -8.28 / -8.28 eV
Multiplicity: 1

Atom charges from the Mulliken analysis, given in e for atoms 1 to 5: number 1, C, carries -0.07; number 2, C, carries -0.64; number 3, O, carries -0.20; number 4, S, carries -0.31; number 5, H, carries 0.33

***

6.
Density functional theory data (ωB97M-V/def2-TZVPD) for a 2-piece molecular cluster, C11H20OSi overall.

Cartesian coordinates (Å):
C: -1.89285 -2.78929 1.18481
C: -1.31947 -0.61296 -2.86363
C: -2.40838 0.28077 -2.45935
C: -0.18603 1.49044 2.30100
C: 0.53284 2.48828 1.51694
C: -0.95374 0.55768 -2.03099
C: -0.51854 1.63591 0.84418
C: -3.14367 -2.30304 1.76651
C: 1.96252 -0.95910 0.84159
C: 2.38785 0.16556 -1.42104
C: 1.37370 -0.68913 -0.54487
O: -1.41049 -3.89124 1.18306
Si: -0.29757 0.15056 -0.34323
H: -1.30342 -1.60142 -2.47323
H: -1.08563 -0.62947 -3.86602
H: -2.91210 0.92311 -3.14710
H: -2.85237 0.08681 -1.48994
H: 0.36725 0.58295 2.60152
H: -1.08924 1.74160 3.05935
H: 0.40127 3.57271 1.71930
H: 1.57536 2.32150 1.30735
H: -0.12382 1.02686 -2.55356
H: -1.49091 2.11399 0.56699
H: -3.89122 -3.07292 1.96349
H: -2.81154 -1.64082 2.74751
H: -3.62119 -1.60830 1.12191
H: 1.29184 -1.42970 1.39003
H: 2.87205 -1.50426 0.78666
H: 2.17492 -0.04597 1.49009
H: 3.36934 0.09516 -1.08498
H: 2.09350 1.20680 -1.21224
H: 2.35328 -0.13920 -2.42348
H: 1.18449 -1.71480 -0.91522

HOMO-LUMO gap (alpha / beta): 7.89 / 6.89 eV
Energy above the lowest of the compared OMol25 structures with the same formula, charge and spin: 628.2 kJ/mol
HOMO (alpha / beta): -7.74 / -6.59 eV
Multiplicity: 1

Atom charges from the Mulliken analysis, given in e for atoms 1 to 5: number 1, C, carries 0.43; number 2, C, carries -0.73; number 3, C, carries -0.34; number 4, C, carries -0.41; number 5, C, carries -0.57

***

7.
Density functional theory data (ωB97M-V/def2-TZVPD) for C20H16AuBrN2O4 as an isolated structure.

Cartesian coordinates (Å):
Au: 0.02044 -0.34663 -1.42671
C: 2.63054 -3.29061 2.20887
C: 1.92030 -3.33792 0.88771
C: 1.95539 -4.44972 0.05281
C: 1.30349 -4.43896 -1.16663
C: 0.63154 -3.29213 -1.54133
Br: -0.28830 -3.20494 -3.17066
N: 0.58885 -2.21690 -0.75684
C: 1.21743 -2.23915 0.43268
H: 2.81164 -4.29281 2.59276
H: 2.05176 -2.73591 2.94638
H: 3.59391 -2.79029 2.09954
H: 2.49457 -5.33715 0.36049
H: 1.30900 -5.29642 -1.82199
H: 1.12769 -1.34161 1.03126
O: -0.42985 5.71170 0.24957
C: -0.38758 5.73304 -0.99492
O: -0.50006 6.62612 -1.83631
C: -0.25649 4.30694 -1.50718
C: -1.38560 3.63257 -1.98982
C: -1.34368 2.27330 -2.15881
N: -0.21190 1.58350 -1.94670
C: 0.93978 2.24120 -1.64748
C: 0.94290 3.58911 -1.41601
C: 2.20231 1.39490 -1.58864
O: 3.26411 1.91841 -1.36645
O: 2.01760 0.11248 -1.81416
H: -2.30012 4.17575 -2.18419
H: -2.21103 1.70368 -2.46350
H: 1.87086 4.06446 -1.12973
C: -1.92892 -0.62053 -0.80329
C: -1.86868 -0.24828 0.63491
C: -1.79270 -1.23382 1.62147
C: -1.66718 -0.88535 2.95816
C: -1.60171 0.45196 3.32642
C: -1.67360 1.44257 2.35473
C: -1.80623 1.09351 1.02112
H: -2.55123 0.04556 -1.39371
H: -2.21897 -1.65556 -0.97280
H: -1.85946 -2.27911 1.33794
H: -1.63239 -1.65872 3.71504
H: -1.50086 0.72260 4.36917
H: -1.62168 2.48926 2.62287
H: -1.85590 1.87991 0.27397

HOMO-LUMO gap: 6.53 eV
Energy above the lowest of the compared OMol25 structures with the same formula, charge and spin: 19.6 kJ/mol
HOMO: -7.91 eV
Multiplicity: 1

Atom charges from the Mulliken analysis, given in e for atoms 1 to 5: number 1, Au, carries 1.03; number 2, C, carries -1.46; number 3, C, carries 0.37; number 4, C, carries -0.30; number 5, C, carries -0.65

***

8.
Density functional theory data (ωB97M-V/def2-TZVPD) for C21H28Br36O5 as an isolated structure.

Cartesian coordinates (Å):
C: -5.06645 -1.59227 -2.60462
C: -5.39479 -1.51952 -4.17939
O: -6.55969 -1.26305 -4.58268
O: -4.43043 -1.78338 -5.20222
C: -3.10411 -1.31288 -4.80639
C: -2.12983 -1.04014 -6.07131
C: -1.36841 0.40100 -5.93185
C: 0.12386 0.24057 -5.34696
O: 0.44909 1.20419 -4.31308
C: -0.00949 0.77520 -3.04079
O: 0.76408 0.08929 -2.30947
C: -1.43596 1.13281 -2.41235
C: -1.95265 2.61642 -2.79586
O: -3.17775 2.50331 -3.60102
H: -4.96547 -2.69450 -2.28878
H: -5.92815 -1.06178 -2.06354
H: -4.09623 -1.06954 -2.31644
H: -2.58333 -1.99719 -4.04413
H: -3.26359 -0.29166 -4.30423
H: -2.80013 -0.97532 -6.99304
H: -1.32712 -1.85540 -6.14253
H: -2.03401 1.11523 -5.34433
H: -1.29600 0.83131 -7.00180
H: 0.26254 -0.85780 -5.01128
H: 0.83699 0.40823 -6.23887
H: -2.25095 0.36800 -2.64569
H: -1.32878 1.13122 -1.26520
H: -1.12421 3.20080 -3.33629
H: -2.25165 3.18131 -1.83817
H: -2.96102 3.03173 -4.40972
C: 3.96877 -0.56489 -0.03240
Br: 4.31508 1.34324 0.02663
Br: 5.57766 -1.57263 -0.43903
Br: 3.11214 -1.19083 1.59138
H: 3.26835 -0.73640 -0.84928
C: -0.94914 -4.39024 -1.91062
Br: -2.79642 -4.69230 -1.40676
Br: -0.72263 -2.68916 -2.81639
Br: 0.24405 -4.56131 -0.39430
H: -0.67842 -5.16511 -2.62571
C: 1.76941 3.20269 1.33430
Br: 0.66364 3.72434 -0.16852
Br: 2.45244 4.74377 2.29195
Br: 0.85053 1.97213 2.51813
H: 2.62862 2.67178 0.92808
C: -0.24038 6.58241 -4.24936
Br: 1.51107 5.80739 -3.94673
Br: -1.63720 5.23584 -4.21444
Br: -0.61101 8.03277 -3.01766
H: -0.23239 7.00816 -5.25115
C: 0.62841 0.73807 6.34463
Br: -0.37500 -0.36686 5.10418
Br: 0.26557 0.26657 8.19134
Br: 2.52756 0.71193 5.95330
H: 0.28808 1.76310 6.20520
C: -2.45699 5.57985 2.30424
Br: -2.90381 3.82216 2.99270
Br: -0.74534 6.20166 2.97375
Br: -2.53984 5.63774 0.36680
H: -3.21356 6.26910 2.67485
C: 4.81248 3.16483 8.41911
Br: 3.95806 4.33087 7.12582
Br: 3.51953 2.09557 9.39182
Br: 6.18711 2.06672 7.60169
H: 5.30794 3.80528 9.14649
C: 4.23437 -5.44213 1.86857
Br: 2.72309 -5.62094 3.07157
Br: 3.71609 -4.65109 0.17674
Br: 5.70115 -4.47895 2.69398
H: 4.59217 -6.44771 1.65499
C: -1.88156 -1.40986 1.11270
Br: -0.65667 -1.93611 2.52198
Br: -3.50914 -2.46540 1.15829
Br: -2.24016 0.49812 1.14387
H: -1.38729 -1.62714 0.16540
C: -1.26128 -1.73578 11.77551
Br: -0.80497 0.14598 11.88619
Br: 0.27726 -2.82317 11.31582
Br: -2.13109 -2.36249 13.39158
H: -1.98014 -1.84203 10.96495
C: 5.83438 -3.29681 6.39034
Br: 6.15860 -1.38564 6.45479
Br: 7.45206 -4.29201 5.99296
Br: 4.97418 -3.93617 8.00656
H: 5.14159 -3.47486 5.56894
C: -0.36073 -3.08990 -9.45448
Br: -1.55262 -2.72398 -10.93929
Br: 0.22231 -1.45921 -8.58050
Br: -1.13963 -4.34279 -8.19540
H: 0.52731 -3.56438 -9.86808

HOMO-LUMO gap: 9.38 eV
HOMO: -9.93 eV
Multiplicity: 1

Atom charges from the Mulliken analysis, given in e for atoms 1 to 5: number 1, C, carries -0.15; number 2, C, carries 0.55; number 3, O, carries -0.59; number 4, O, carries -0.41; number 5, C, carries 0.88

***

Calculated calculated total energy in order - -302.5546; -1939.2904; -2095.9922; -563.3247; -551.9163; -795.6253; -3891.8748; -93857.4279 a.u.
Calculated maximum force in order - 2.29; 1.56; 2.50; 3.11; 8.25; 4.87; 0.32; 4.87 eV Å⁻¹